C21H21N4O8ReS5Sb | ωB97M-V with the def2-TZVPD basis set

Last column: Mulliken spin population.
Geometry (Å):
Re -1.634 0.471 0.573  2.234
O -5.572 -2.602 -0.306  0.000
C -4.583 -1.715 -0.126  -0.008
O -3.745 -1.476 -0.946  0.010
C -4.686 -1.026 1.202  0.018
C -5.685 -1.371 2.101  -0.005
C -5.794 -0.677 3.294  0.005
C -4.933 0.378 3.526  -0.008
C -3.972 0.652 2.572  -0.015
N -3.804 -0.051 1.449  0.059
C -3.071 1.832 2.682  0.017
O -3.406 2.726 3.566  0.004
O -2.239 2.055 1.800  -0.046
H -5.467 -2.979 -1.193  0.000
H -6.362 -2.174 1.853  0.000
H -6.552 -0.944 4.018  0.000
H -4.979 0.982 4.421  0.000
H -2.775 3.466 3.517  -0.001
S 0.779 2.256 -3.177  0.079
Sb -0.246 2.871 -1.292  0.055
S 0.497 1.267 0.488  0.175
S -2.365 1.551 -1.266  0.239
S -0.572 4.863 -0.360  0.057
C 0.680 -0.371 4.003  0.001
S -1.060 -0.553 3.772  0.019
O -1.505 -1.723 4.478  -0.001
O -1.208 -0.754 2.279  0.045
O -1.684 0.704 4.158  0.003
H 1.170 -1.268 3.630  0.000
H 0.865 -0.254 5.071  0.001
H 1.007 0.510 3.452  -0.001
C 6.815 3.408 -1.954  0.000
C 5.756 2.343 -2.089  0.000
C 5.474 1.763 -3.319  0.000
C 4.477 0.809 -3.477  0.001
C 3.736 0.411 -2.371  -0.003
N 2.669 -0.522 -2.426  -0.007
C 2.350 -1.325 -3.467  -0.002
O 2.997 -1.461 -4.487  0.000
N 1.185 -2.098 -3.320  -0.001
C 0.366 -2.259 -2.201  0.001
C 0.092 -3.524 -1.686  0.018
C -0.720 -3.645 -0.577  -0.016
C -1.215 -2.507 0.025  0.005
N -0.973 -1.289 -0.474  0.014
C -0.232 -1.167 -1.588  0.005
C 4.013 0.972 -1.128  0.010
C 5.006 1.927 -0.993  0.007
H 7.700 3.164 -2.545  0.000
H 7.124 3.530 -0.916  0.000
H 6.441 4.373 -2.305  0.000
H 6.045 2.067 -4.191  0.000
H 4.276 0.380 -4.445  0.000
H 2.036 -0.456 -1.645  0.000
H 1.168 -2.827 -4.015  0.000
H 0.537 -4.397 -2.152  0.000
H -0.941 -4.613 -0.150  0.000
H -1.796 -2.555 0.934  0.008
H -0.116 -0.170 -2.000  0.030
H 3.434 0.667 -0.262  -0.007
H 5.199 2.357 -0.016  0.000

orbital gap (alpha / beta) = 6.18 / 5.97 eV
expectation value of S² = 3.7783
spin multiplicity = 4
lowest unoccupied orbital energy (alpha / beta) = -1.57 / -1.84 eV
relative energy (zero: lowest compared OMol25 entry of this formula, charge and spin) = 0.000 eV